Density functional theory data (ωB97M-V/def2-TZVPD) for one molecule with the formula C3H2ClNOS2.

The energy is -1501.97090 Eh. For the highest occupied orbital energy (spin up / spin down), the calculation gives -8.010 / -8.010 eV. The calculation puts the energy above the lowest of the compared OMol25 structures with the same formula, charge and spin at 317.8 kJ/mol. Its spin multiplicity is 1. For the gap between HOMO and LUMO (spin up / spin down), the calculation gives 7.9 / 7.9 eV.

Each line ends with the Mulliken charge.
Positions of all 10 atoms, in Å:
1 O 1.58 1.40 -0.03  -0.493
2 C 0.59 0.43 -0.17  0.536
3 C 1.00 -0.85 -0.01  -0.457
4 S -0.36 -1.96 -0.05  -0.057
5 C -1.63 -0.84 -0.03  0.323
6 S -3.22 -0.72 -0.03  -0.259
7 N -0.71 0.66 -0.32  -0.240
8 Cl -1.51 2.16 -0.05  -0.007
9 H 2.37 1.03 0.44  0.333
10 H 1.89 -1.32 0.26  0.321